1.
{
  "formula": "C4F12KN2O8S4",
  "method": "wB97M-V/def2-TZVPD",
  "energy_ev": -115782.1473,
  "homo_lumo_gap_ev": 6.423,
  "lumo_energy_ev": 0.0331,
  "e_above_lowest_kj_mol": 424.87,
  "charge": -1,
  "species": ["K", "C", "F", "F", "F", "S", "O", "O", "N", "S", "O", "O", "C", "F", "F", "F", "C", "F", "F", "F", "S", "O", "O", "N", "S", "O", "O", "C", "F", "F", "F"],
  "xyz": [[3.08603, -1.32361, -0.71759], [-3.05952, -3.61803, 0.57701], [-2.46400, -4.67506, 0.18051], [-4.33291, -3.99590, 0.55600], [-2.66904, -3.29359, 1.81056], [-2.82120, -2.06923, -0.64274], [-3.58009, -0.95434, -0.07624], [-1.40780, -1.89597, -0.66900], [-3.41764, -2.65982, -2.22472], [-3.70193, -1.36862, -2.98368], [-5.00295, -0.76908, -2.63952], [-2.59439, -0.38828, -3.17222], [-3.84122, -2.14577, -4.75276], [-4.03402, -1.24420, -5.68046], [-2.71863, -2.79915, -5.11820], [-4.79442, -3.06247, -4.72922], [3.94448, 4.22509, 0.32348], [4.87217, 4.09738, 1.23252], [3.57842, 5.48619, 0.00411], [4.48377, 3.71154, -0.77729], [2.37106, 3.13104, 0.79062], [1.41970, 4.01026, 1.45813], [1.90243, 2.64799, -0.47588], [3.12666, 1.80169, 1.63379], [2.78911, 2.03555, 3.12124], [3.59551, 3.09032, 3.64616], [1.36367, 2.12609, 3.37720], [3.37499, 0.29350, 3.87925], [3.37118, 0.26377, 5.21282], [2.61052, -0.71943, 3.38345], [4.55008, 0.06212, 3.47267]]
}


2.
{
  "formula": "C23H16InO5Sb",
  "method": "wB97M-V/def2-TZVPD",
  "energy_ev": -46034.8918,
  "homo_lumo_gap_ev": [4.622, 4.623],
  "lumo_energy_ev": [-8.6461, -8.6459],
  "e_above_lowest_kj_mol": 37.73,
  "charge": 2,
  "species": ["O", "C", "In", "C", "O", "C", "O", "C", "O", "C", "O", "H", "C", "C", "C", "C", "C", "C", "Sb", "C", "C", "C", "C", "C", "C", "C", "C", "C", "C", "C", "C", "H", "H", "H", "H", "H", "H", "H", "H", "H", "H", "H", "H", "H", "H", "H"],
  "xyz": [[-0.06496, 2.06413, -4.33507], [-0.15615, 1.49609, -3.33713], [-0.18431, 0.27353, -1.37275], [0.12953, 0.56574, 2.89840], [-0.62373, 1.33612, 3.27613], [0.12854, -2.07642, -0.33457], [-0.39808, -3.10526, -0.44529], [2.81566, 0.29777, 0.67155], [3.21596, 0.11268, -0.46394], [-2.61419, 0.10366, -0.65192], [-3.61098, -0.20629, -0.18046], [0.48069, -1.22812, -2.16781], [3.36959, 4.06708, 2.55760], [4.13399, 2.96630, 2.95515], [3.87322, 1.70146, 2.42192], [2.85055, 1.53217, 1.47901], [1.92142, 2.58797, 1.29838], [2.21299, 3.85898, 1.79228], [1.42800, -1.24783, 1.79123], [3.13702, -1.64321, 3.12295], [4.29017, -2.16722, 2.53439], [5.46335, -2.26970, 3.29416], [5.46912, -1.87586, 4.63738], [4.29482, -1.40025, 5.22644], [3.11510, -1.28620, 4.47050], [-0.06734, -2.43397, 2.90094], [0.33629, -3.43744, 3.78612], [-0.65627, -4.15086, 4.48800], [-2.01588, -3.86299, 4.30467], [-2.38639, -2.85223, 3.40677], [-1.40838, -2.12654, 2.70206], [3.64777, 5.07960, 2.87109], [4.99085, 3.10009, 3.61987], [4.50841, 0.85521, 2.69913], [0.99586, 2.41117, 0.73332], [1.56828, 4.71545, 1.57212], [4.29455, -2.45827, 1.47837], [6.36940, -2.64114, 2.81842], [6.38898, -1.92868, 5.21925], [4.28378, -1.09094, 6.27035], [2.19870, -0.89771, 4.92813], [1.39980, -3.66697, 3.93998], [-0.35055, -4.93692, 5.18062], [-2.78267, -4.42479, 4.85064], [-3.43913, -2.61876, 3.25224], [-1.72109, -1.33060, 2.00317]]
}


3.
{
  "formula": "C2H3NS3",
  "method": "wB97M-V/def2-TZVPD",
  "energy_ev": -36116.5527,
  "smiles": "S=CS/C=N\\S",
  "homo_lumo_gap_ev": 8.587,
  "lumo_energy_ev": -0.4729,
  "e_above_lowest_kj_mol": 151.77,
  "charge": 0,
  "species": ["S", "C", "S", "C", "N", "S", "H", "H", "H"],
  "xyz": [[-1.99570, 0.68041, -1.67498], [-0.88934, -0.14419, -0.87745], [0.78132, 0.36477, -0.90792], [1.54866, -0.86583, 0.10532], [1.41054, -1.03417, 1.37475], [0.26444, 0.00136, 2.10330], [-1.04122, -1.05725, -0.27133], [2.31737, -1.58892, -0.22837], [0.09309, -0.79911, 3.18277]]
}


4.
{
  "formula": "C42H40AgClN4O2P2S2Se",
  "method": "wB97M-V/def2-TZVPD",
  "energy_ev": -176373.1086,
  "homo_lumo_gap_ev": 4.111,
  "lumo_energy_ev": -0.7950,
  "e_above_lowest_kj_mol": 376.65,
  "charge": 0,
  "species": ["Ag", "C", "P", "C", "C", "C", "C", "C", "C", "C", "P", "C", "C", "H", "H", "H", "H", "H", "H", "H", "H", "H", "H", "H", "H", "H", "H", "H", "H", "S", "C", "C", "C", "C", "C", "C", "N", "C", "C", "C", "C", "C", "C", "C", "C", "N", "C", "C", "C", "C", "C", "S", "C", "H", "H", "H", "H", "H", "H", "H", "H", "H", "H", "H", "H", "Cl", "C", "C", "C", "C", "C", "C", "C", "O", "O", "H", "H", "H", "H", "C", "N", "C", "C", "N", "C", "C", "Se", "H", "H", "H", "H", "H", "H", "H", "H"],
  "xyz": [[-0.80840, -0.31094, 0.19403], [-2.87608, -1.20376, 3.80512], [-2.21380, -1.49863, 2.11002], [-3.47789, -2.65375, 1.44862], [-0.79990, -2.68031, 2.39544], [-1.17038, -4.06583, 2.80629], [-0.29865, -5.08929, 2.63926], [1.02104, -5.06845, 2.07782], [1.63207, -4.06671, 1.33995], [1.04925, -2.89113, 0.90347], [1.65360, -1.59500, -0.17338], [3.47462, -1.52786, 0.10686], [1.70185, -2.48304, -1.80560], [-2.83505, -2.13286, 4.37461], [-3.90866, -0.85848, 3.74081], [-2.28057, -0.45083, 4.32312], [-3.94865, -3.23346, 2.24050], [-2.99260, -3.32462, 0.73959], [-4.23817, -2.07634, 0.91971], [-2.12778, -4.23582, 3.28340], [-0.60780, -6.05493, 3.02948], [1.60400, -5.96540, 2.25365], [2.68702, -4.18395, 1.10847], [3.91500, -2.52551, 0.09017], [3.67998, -1.05378, 1.06408], [3.92274, -0.93055, -0.68958], [2.31349, -3.38127, -1.71404], [2.11508, -1.83469, -2.58430], [0.68656, -2.77160, -2.07789], [-2.11381, -3.48812, -6.32541], [-3.40274, -4.61239, -6.25541], [-4.06709, -4.54365, -5.07281], [-3.53024, -3.56614, -4.20132], [-2.45898, -2.89701, -4.72706], [-1.64634, -1.84341, -4.13092], [-1.77212, -1.49429, -2.77255], [-1.05871, -0.57358, -2.17366], [-0.14283, 0.12151, -2.87650], [0.07495, -0.15521, -4.24400], [1.07176, 0.56596, -4.97260], [1.82820, 1.49743, -4.36165], [1.64801, 1.79615, -2.97329], [2.44803, 2.74089, -2.33113], [2.23127, 3.04260, -1.00216], [1.18473, 2.35598, -0.35275], [0.42690, 1.44498, -0.92267], [0.64410, 1.14137, -2.22680], [3.05428, 4.02234, -0.30407], [2.72401, 4.84317, 0.73438], [3.79858, 5.66179, 1.16393], [4.93410, 5.44772, 0.45174], [4.71254, 4.25918, -0.76316], [-0.69203, -1.15225, -4.85231], [-3.58785, -5.25832, -7.09770], [-4.91181, -5.17099, -4.83011], [-3.93969, -3.35856, -3.22332], [-2.48376, -2.01976, -2.14462], [1.21183, 0.33536, -6.02149], [2.58964, 2.04359, -4.90500], [3.22548, 3.25265, -2.88633], [0.98199, 2.56685, 0.69046], [1.73683, 4.87532, 1.17376], [3.72736, 6.37376, 1.97292], [5.90166, 5.90466, 0.58017], [-0.53060, -1.37605, -5.89989], [2.88048, 2.88462, 5.18695], [2.19675, 1.46949, 4.45719], [2.91635, 0.28312, 4.45773], [2.32325, -0.86161, 3.97610], [1.02273, -0.86577, 3.45249], [0.33975, 0.35113, 3.42457], [0.91785, 1.50902, 3.93624], [0.41054, -2.22368, 3.32658], [0.81866, -3.04672, 4.11423], [-0.34894, -2.73239, 0.99753], [3.91613, 0.25806, 4.87006], [2.84584, -1.80677, 4.03735], [-0.69910, 0.40375, 3.14016], [0.34909, 2.43049, 3.98233], [-1.04585, 4.53127, -1.75677], [-1.40154, 4.20346, -0.39614], [-1.03098, 4.92966, 0.71999], [-1.59912, 4.34030, 1.79016], [-2.31533, 3.25327, 1.32823], [-3.13337, 2.35957, 2.11493], [-2.19295, 3.16512, -0.02139], [-2.97390, 1.91037, -1.09172], [0.03887, 4.55805, -1.87135], [-1.45988, 5.50124, -2.03331], [-1.45916, 3.76516, -2.40886], [-0.40996, 5.80519, 0.65086], [-1.56438, 4.60424, 2.83231], [-3.02020, 2.60043, 3.16989], [-2.83305, 1.32795, 1.92919], [-4.17817, 2.45725, 1.81810]]
}


5.
{
  "formula": "C5H7OP",
  "method": "wB97M-V/def2-TZVPD",
  "energy_ev": -16630.9145,
  "homo_lumo_gap_ev": 8.066,
  "lumo_energy_ev": 0.0032,
  "e_above_lowest_kj_mol": 293.11,
  "charge": 0,
  "species": ["C", "C", "C", "C", "C", "O", "P", "H", "H", "H", "H", "H", "H", "H"],
  "xyz": [[2.14017, -0.50489, -0.62361], [2.15177, 0.57798, 0.26668], [1.00723, -1.18821, -0.81907], [1.02680, 0.83796, 0.85949], [-3.02071, 0.10846, 0.15150], [-1.20437, 0.30071, -0.42086], [-0.13163, -0.49977, 0.38885], [3.10984, -0.84966, -1.05315], [3.06200, 1.39450, 0.31476], [0.89411, -2.02033, -1.45658], [1.01570, 1.65235, 1.64788], [-3.53467, -0.39065, -0.67065], [-3.37881, 1.12205, 0.38874], [-3.13744, -0.54051, 1.02602]]
}


6.
{
  "formula": "C24H22LiO2",
  "method": "wB97M-V/def2-TZVPD",
  "energy_ev": -29542.6099,
  "homo_lumo_gap_ev": 3.333,
  "lumo_energy_ev": 2.0072,
  "charge": -1,
  "species": ["C", "O", "C", "C", "C", "C", "C", "C", "C", "C", "C", "O", "C", "C", "C", "C", "C", "H", "H", "H", "H", "H", "H", "H", "H", "H", "H", "H", "H", "H", "H", "H", "C", "Li", "C", "C", "C", "C", "C", "C", "C", "C", "H", "H", "H", "H", "H", "H", "H"],
  "xyz": [[4.48154, -3.02803, 3.73435], [3.53629, -2.02162, 4.13961], [2.94831, -1.23317, 3.20881], [1.89430, -0.40597, 3.67326], [1.13113, 0.29196, 2.76509], [1.36617, 0.19842, 1.35803], [0.34102, 0.74696, 0.51240], [0.50079, 0.97610, -0.90623], [-0.02243, 2.16904, -1.48268], [-0.15048, 2.30966, -2.85625], [0.41182, 1.30772, -3.70675], [0.35752, 1.54705, -5.04816], [1.11132, 0.70210, -5.94495], [0.97698, 0.14380, -3.14865], [0.98861, -0.01488, -1.77046], [2.53436, -0.49207, 0.93643], [3.27952, -1.23909, 1.83741], [4.81717, -3.47836, 4.66680], [3.99456, -3.78232, 3.10620], [5.33610, -2.58796, 3.21123], [1.67677, -0.37373, 4.73886], [0.30513, 0.90918, 3.12535], [-0.30940, 1.47559, 1.02240], [-0.35799, 2.98040, -0.81824], [-0.56982, 3.20835, -3.31827], [0.88123, 1.10014, -6.92863], [2.18961, 0.77895, -5.76031], [0.78519, -0.33928, -5.86998], [1.43667, -0.60456, -3.80935], [1.40439, -0.93290, -1.35594], [2.84999, -0.44329, -0.10293], [4.11212, -1.84386, 1.49299], [-2.81235, -0.46861, 2.61175], [-2.13881, 1.83412, -1.93009], [-1.63344, -1.12627, 2.20638], [-1.40714, -0.84608, 0.82720], [-2.61144, -0.23731, 0.32497], [-3.43937, 0.09249, 1.45551], [-4.63749, 0.80952, 1.27906], [-5.03124, 1.13989, -0.01854], [-4.23968, 0.79278, -1.13105], [-3.04464, 0.06350, -0.97818], [-3.21860, -0.42211, 3.62049], [-0.99328, -1.69655, 2.87499], [-0.71956, -1.38697, 0.18058], [-5.26067, 1.05217, 2.14315], [-5.98886, 1.64515, -0.18868], [-4.59701, 1.03353, -2.14229], [-2.46494, -0.30356, -1.83669]]
}